[1]
The following is a DFT calculation (ωB97M-V/def2-TZVPD) of a molecular structure, C53H43BrGeN6O4SSm in a non-equilibrium geometry.

Values from the calculation:
E_HOMO (spin up / spin down): -0.0855 / -0.0862 Ha
HOMO-LUMO gap (spin up / spin down): 4.2635 / 4.2973 eV
total charge: -1
2S+1: 6

Geometry as XYZ:
```
110
Properties=species:S:1:pos:R:3:forces:R:3:mulliken_charge:R:1
Sm 0.904552 0.044203 -0.943043 0.089 1.788 -0.499 -0.197
Br 1.463150 0.966118 6.538242 0.129 -0.059 0.694 -0.224
C 1.041197 1.200294 4.739492 -0.538 0.834 -1.874 -0.440
C 1.162369 0.130514 3.845642 0.327 -0.015 -0.178 -0.721
C 0.917373 0.329417 2.484258 0.145 -0.357 1.254 1.116
C 0.520116 1.569131 2.021763 -0.591 0.909 -3.390 0.645
C 0.335154 2.649973 2.883573 0.096 -0.054 1.139 -0.615
C 0.620730 2.465399 4.250705 -0.177 -0.254 0.045 -0.845
N 0.318255 1.716445 0.589074 1.569 -4.443 2.971 1.571
C -0.019958 2.858265 0.053271 -1.303 3.942 -3.682 -0.880
C -0.113096 3.050091 -1.392409 -0.208 1.245 5.575 1.022
C -0.519538 4.320862 -1.849274 -0.496 1.070 -2.360 -0.933
C -0.705774 4.495822 -3.221957 -0.093 1.012 2.328 -0.592
C -0.446504 3.408918 -4.085133 0.381 -1.917 -1.288 -0.957
C 0.018464 2.206449 -3.558627 -0.323 1.809 0.344 -0.590
N 0.197916 2.058249 -2.211506 0.889 -2.751 -2.309 0.532
H 1.530429 -0.840404 4.208211 -0.296 0.430 -0.184 0.473
H 0.993731 -0.507695 1.785003 0.045 0.115 0.299 -0.890
H -0.060658 3.586106 2.457246 0.408 -0.500 0.750 0.378
H 0.486054 3.289938 4.966129 0.099 -0.397 -0.400 0.327
H -0.163960 3.753469 0.670947 -0.015 -0.230 -0.463 -0.286
H -0.707515 5.099791 -1.100863 0.042 -0.241 -0.478 0.440
H -1.041107 5.462173 -3.622999 0.166 -0.459 0.192 0.386
H -0.616269 3.492162 -5.173461 0.212 -0.024 0.704 0.318
H 0.340951 1.393630 -4.220237 -0.260 0.211 0.317 0.318
O 4.231641 -2.758214 -0.001393 -0.603 -0.049 0.217 -0.754
S 3.168633 -1.864404 0.549513 0.962 1.309 -0.554 0.731
O 1.708515 -3.629833 -1.377874 -0.306 1.936 -0.235 -0.231
N 3.155667 -0.366672 -0.247174 -0.283 -1.788 1.083 -0.126
C 4.349535 0.266787 -0.446802 1.214 0.199 -0.177 -0.013
C 5.609463 -0.123811 0.057348 -0.872 -0.084 -0.631 -0.557
C 6.750525 0.672871 -0.172199 -0.092 0.562 -0.459 -0.840
C 6.685959 1.837075 -0.926050 0.154 -0.588 0.541 -1.074
C 5.457398 2.236622 -1.507932 -0.462 -0.473 0.202 1.600
C 5.362430 3.400068 -2.305496 -1.288 -0.400 -0.282 -0.660
C 4.117557 3.710625 -2.855717 1.025 0.257 0.093 -1.175
C 3.020117 2.882060 -2.590934 -0.263 -1.343 0.807 -0.206
N 3.067815 1.756367 -1.829360 0.172 1.360 -0.939 0.274
C 4.265994 1.427688 -1.288273 1.188 1.076 -0.043 0.075
C 3.780509 -1.432196 2.177727 0.529 0.345 0.897 0.327
C 3.953709 -0.117142 2.636766 -0.411 -0.160 -0.002 0.202
C 4.452485 0.110203 3.921613 0.043 0.206 -0.116 -0.583
C 4.818243 -0.956707 4.746396 -0.392 -0.346 -0.436 -0.557
C 4.633059 -2.272337 4.286417 0.126 -0.072 -0.166 -0.694
C 4.126646 -2.511451 2.998088 0.123 -0.005 -0.001 -0.715
H 5.659150 -1.112796 0.530636 0.318 0.770 -0.080 0.523
H 7.713149 0.372450 0.241708 -0.257 -0.026 -0.060 0.393
H 7.576768 2.454710 -1.071643 -0.302 -0.204 0.009 0.329
H 6.260388 3.986542 -2.489287 -0.232 0.005 0.013 0.401
H 3.975382 4.587192 -3.509148 0.089 -0.522 0.460 0.397
H 2.048466 3.129292 -3.021552 0.398 -0.102 0.208 0.487
H 3.633696 0.725312 2.007803 0.253 -0.460 0.347 0.127
H 4.531254 1.148560 4.279865 0.036 -0.606 -0.176 0.340
H 5.209894 -0.756854 5.742650 -0.093 -0.135 -0.210 0.398
H 4.910442 -3.138692 4.904890 -0.140 0.542 -0.222 0.363
H 4.042362 -3.534579 2.584400 0.029 0.672 0.451 0.450
C 1.521808 -2.497566 -1.372108 0.215 -2.585 -0.422 -0.051
Ge -1.033767 -2.005298 0.082607 -1.260 -0.748 0.487 0.633
C -1.401097 -3.780029 0.957002 -0.114 -0.428 0.494 0.852
C -0.801622 -4.968452 0.494359 -0.572 0.080 0.467 -0.243
C -1.198669 -6.219721 0.988468 0.065 0.184 -0.061 -0.757
C -2.188641 -6.323490 1.972242 0.264 0.167 -0.181 -0.602
C -2.786606 -5.152075 2.437134 -0.036 -0.139 0.054 -0.774
C -2.421275 -3.906557 1.932489 0.248 -0.299 -0.349 -0.085
C -2.174055 -2.582510 -1.483596 0.157 0.142 -0.002 0.710
C -3.566512 -2.471607 -1.547338 -0.278 -0.514 -0.521 0.135
C -4.263796 -2.878413 -2.703218 0.158 0.098 0.055 -0.601
C -3.595709 -3.423287 -3.808567 0.409 0.231 0.460 -0.745
C -2.198477 -3.552406 -3.726047 -0.315 -0.127 0.224 -0.692
C -1.502489 -3.140171 -2.585986 -0.486 -0.005 -0.326 -0.622
C -2.174393 -0.957878 1.382910 -0.531 0.146 0.126 1.194
C -1.699636 -0.984800 2.711312 -0.683 0.612 0.303 -0.279
C -2.345950 -0.266424 3.740372 0.166 -0.179 -0.783 -1.080
C -3.500910 0.475175 3.465897 0.194 -0.125 -0.170 -1.049
C -4.035457 0.448912 2.176639 0.174 -0.187 -0.603 -0.555
C -3.390938 -0.270839 1.145425 0.325 0.082 0.845 0.251
H -0.055677 -4.929302 -0.295922 -0.062 -0.035 0.187 0.303
H -0.712455 -7.105384 0.575536 -0.197 0.103 0.202 0.374
H -2.496860 -7.295471 2.366916 0.150 0.297 -0.164 0.345
H -3.559733 -5.195095 3.209870 0.183 -0.067 -0.277 0.385
H -2.995475 -3.049849 2.291867 0.425 -0.198 -0.166 0.172
H -4.161688 -2.118698 -0.692432 0.429 -0.087 -0.443 0.331
H -5.345676 -2.737411 -2.725528 0.225 -0.110 -0.052 0.421
H -4.135041 -3.722367 -4.716056 0.209 0.110 0.456 0.356
H -1.634854 -3.993813 -4.542742 -0.104 0.052 -0.060 0.426
H -0.408997 -3.224886 -2.612063 -0.561 -0.025 0.127 0.038
H -0.824369 -1.583656 2.983152 -0.316 0.219 -0.227 0.761
H -1.901287 -0.263308 4.731960 -0.137 -0.006 -0.055 0.399
H -3.973818 1.077319 4.244638 0.127 -0.227 -0.198 0.336
H -4.947002 1.007576 1.919962 0.395 -0.277 0.263 0.351
H -3.869087 -0.299634 0.164727 0.212 0.095 0.312 -0.331
O -2.952540 3.757435 0.481161 -0.457 -0.202 -1.182 -0.546
C -3.526566 3.653761 -0.837946 -0.328 0.568 1.077 -0.227
N -4.652046 2.748284 -0.854654 -0.475 -1.442 -0.763 0.104
C -4.812149 1.583010 -1.613461 -0.969 1.163 1.151 -0.582
O -5.915235 1.028677 -1.642676 1.237 0.342 -0.215 -0.720
C -3.630995 1.040202 -2.355960 -0.201 -0.417 -0.451 0.550
C -3.833786 0.632578 -3.690128 0.178 -0.019 0.343 -0.681
C -2.793764 -0.015482 -4.347023 0.178 -0.124 0.062 -1.272
C -1.620703 -0.315923 -3.631277 -0.558 0.504 0.755 -0.953
N -1.445157 0.021210 -2.331512 -0.903 0.554 -0.557 1.439
C -2.438677 0.741811 -1.716567 0.879 -0.666 -0.760 0.282
H -2.347222 3.001204 0.596130 0.041 0.306 -0.097 0.354
H -2.812348 3.387007 -1.615240 0.066 -0.213 0.190 -0.016
H -3.910014 4.656465 -1.083078 0.257 -0.189 0.238 0.446
H -5.502125 2.983539 -0.328309 0.726 -0.058 -0.365 0.309
H -4.818109 0.827952 -4.140526 0.620 -0.170 0.092 0.436
H -2.871661 -0.347281 -5.392452 -0.040 0.227 0.590 0.387
H -0.803816 -0.856659 -4.125537 -0.379 0.190 0.319 0.463
H -2.265787 1.035571 -0.673856 0.092 -0.145 -0.477 0.337
```
Forces are in eV/Å.


[2]
The following is a DFT calculation (ωB97M-V/def2-TZVPD) of a molecular structure, C53H44Cl3MnN5O7S.

Values from the calculation:
E_HOMO (spin up / spin down): 0.0092 / -0.0783 Ha
HOMO-LUMO gap (spin up / spin down): 3.1862 / 5.5656 eV
total charge: -2
energy relative to the best compared isomer or geometry (same formula, charge and spin): 26.76 kcal/mol
2S+1: 6

Geometry as XYZ:
```
114
Properties=species:S:1:pos:R:3:forces:R:3:mulliken_charge:R:1
Mn -0.374682 1.137908 1.092527 -0.141 0.315 0.318 1.099
Cl -1.714525 5.418944 3.484186 0.044 0.060 0.001 -0.252
C -0.103587 5.213508 2.845632 0.089 0.041 0.085 0.430
C 0.739558 6.330000 2.817710 -0.088 0.016 0.021 -0.742
C 2.014022 6.233355 2.343309 0.091 0.034 0.005 0.768
Cl 3.050823 7.656662 2.363759 -0.044 -0.044 -0.015 -0.339
C 2.501936 5.007224 1.834192 -0.033 0.003 -0.032 0.149
C 3.787832 4.811115 1.280007 0.000 0.048 0.012 -1.222
C 4.120002 3.593904 0.762723 0.024 0.003 0.001 -0.770
C 3.174274 2.551350 0.814050 0.165 -0.165 0.126 -0.584
N 1.998631 2.692081 1.357393 0.005 -0.120 0.450 0.480
C 1.638090 3.888227 1.861257 -0.053 0.058 -0.034 0.080
C 0.290691 3.936304 2.419677 -0.134 0.064 0.046 -0.498
O -0.439793 2.898771 2.498833 0.310 -0.079 -0.144 -0.286
H 0.364872 7.279918 3.175407 0.001 -0.009 0.027 0.430
H 4.487751 5.636595 1.261354 -0.017 0.016 -0.027 0.346
H 5.086069 3.422823 0.304649 -0.025 -0.018 -0.014 0.493
H 3.390092 1.584133 0.382663 0.086 0.003 0.016 0.568
C -2.684709 -6.248666 -2.747760 0.010 0.006 0.016 -1.050
O -2.223648 -5.224784 -1.898318 -0.020 0.018 -0.022 -0.340
C -2.628756 -5.254542 -0.591844 0.001 -0.040 0.037 0.633
C -3.364308 -6.274439 -0.020061 0.015 0.008 -0.008 -0.456
C -3.729167 -6.204128 1.325169 -0.006 0.008 0.002 -0.755
C -3.363171 -5.102933 2.072851 0.033 0.005 -0.009 -1.130
C -2.631236 -4.067290 1.497767 -0.050 0.014 0.026 0.119
C -2.241680 -4.127182 0.164072 -0.030 0.040 -0.050 -0.120
N -1.543098 -3.136128 -0.495454 0.033 -0.059 -0.048 0.555
C -0.894220 -2.028713 0.084348 -0.031 -0.046 0.088 -2.140
N -0.145381 -2.394498 1.159152 -0.009 0.047 0.080 0.970
C 0.632894 -1.669055 2.091964 -0.038 -0.107 -0.097 -0.814
C 0.675557 -0.280132 2.221070 0.089 -0.037 -0.108 0.308
C 1.444098 0.199463 3.290519 0.037 0.045 -0.038 -0.251
C 2.174812 -0.618140 4.140271 -0.010 -0.048 -0.012 -0.955
C 2.146346 -1.995940 3.961812 0.023 0.071 0.009 -0.428
C 1.361896 -2.507763 2.950991 -0.068 0.013 0.060 1.014
O 1.257725 -3.890503 2.772348 0.082 -0.027 0.006 -0.558
C 0.483339 -4.518263 3.781241 -0.025 0.015 -0.025 -0.815
N -0.992440 -0.839184 -0.364328 0.069 -0.059 -0.258 2.313
C -1.733317 -0.597655 -1.548008 -0.056 -0.061 0.144 -0.830
C -2.850121 0.223959 -1.514882 -0.026 0.025 -0.029 -0.370
C -3.507458 0.594500 -2.679497 -0.006 -0.051 -0.002 -0.539
C -3.037447 0.152782 -3.903375 0.030 0.007 0.020 -0.900
C -1.946720 -0.705782 -3.959405 0.010 -0.038 0.028 -0.711
C -1.319956 -1.107785 -2.786342 -0.034 0.041 -0.088 1.125
O -0.327023 -2.047631 -2.745631 -0.041 0.046 -0.008 -0.057
C 0.301045 -2.392525 -3.963444 -0.235 -0.137 -0.356 -1.404
H -2.315569 -6.008634 -3.741609 0.004 0.001 -0.001 0.241
H -3.777695 -6.287868 -2.765908 -0.007 0.002 -0.002 0.408
H -2.295500 -7.225267 -2.443821 -0.001 -0.008 0.003 0.351
H -3.660305 -7.131261 -0.608904 0.010 -0.002 -0.013 0.389
H -4.307677 -7.005456 1.766148 0.009 -0.004 0.002 0.373
H -3.655222 -5.027524 3.112566 -0.003 0.012 -0.001 0.416
H -2.383491 -3.188627 2.078504 0.005 0.002 0.006 0.606
H -1.530579 -3.170157 -1.503153 0.038 -0.005 0.007 0.440
H -0.045630 -3.390359 1.274443 0.043 0.000 -0.050 0.523
H 1.458046 1.265895 3.468047 0.028 0.101 -0.064 0.312
H 2.760713 -0.185269 4.943211 0.014 -0.002 -0.011 0.408
H 2.712223 -2.668691 4.595842 -0.012 -0.012 0.001 0.488
H 0.946041 -4.402779 4.764901 0.008 -0.004 0.004 0.369
H 0.422307 -5.575940 3.527244 -0.003 -0.005 0.002 0.287
H -0.525999 -4.096134 3.817681 -0.007 0.000 0.000 0.208
H -3.163731 0.616334 -0.561753 0.033 0.070 0.016 -0.264
H -4.363390 1.254775 -2.623927 0.021 0.027 0.005 0.443
H -3.506713 0.477748 -4.823803 -0.001 0.001 0.003 0.359
H -1.582188 -1.049925 -4.916193 0.004 -0.026 -0.008 0.456
H 1.137108 -3.034651 -3.699176 -0.011 0.021 -0.081 0.240
H 0.687562 -1.504459 -4.462178 -0.104 -0.171 -0.021 0.402
H -0.390633 -2.937048 -4.617013 -0.072 -0.063 0.036 0.430
Cl -6.577757 4.081818 3.693249 0.028 0.006 -0.025 -0.299
C -5.234351 3.029233 3.269896 0.005 -0.014 0.062 0.558
C -4.057573 3.096653 3.997715 -0.059 -0.038 0.014 -1.124
C -3.017392 2.239788 3.686859 0.003 -0.034 0.030 -0.334
C -3.121096 1.303890 2.651174 -0.069 -0.137 -0.062 -0.296
C -2.047015 0.340890 2.365596 0.346 0.383 -0.258 -1.244
C -4.320996 1.280200 1.932017 -0.034 0.057 -0.030 0.236
C -5.376265 2.129404 2.231739 0.007 -0.033 -0.036 -1.187
H -3.954585 3.822805 4.793151 0.004 -0.014 0.002 0.470
H -2.086238 2.306088 4.232459 -0.012 0.034 -0.012 0.432
H -2.392940 -0.507309 1.778381 0.016 -0.067 0.039 0.067
H -1.511637 0.030566 3.256955 -0.075 -0.015 0.052 1.209
H -4.437570 0.564895 1.126517 -0.021 -0.018 0.008 0.416
H -6.302421 2.084339 1.673587 0.010 0.011 -0.016 0.388
O -1.530461 2.264619 -0.127617 -0.145 0.015 -0.188 -0.804
C -0.605938 2.478056 -1.020660 -0.086 0.040 0.016 -0.104
N 0.599219 1.902518 -0.816504 -0.313 -0.382 0.237 1.051
C 1.482374 2.314219 -1.788278 0.159 -0.136 0.169 -0.417
O 2.699348 1.990272 -1.818451 -0.145 0.127 -0.446 -0.725
C 0.740382 3.170360 -2.706614 -0.074 0.003 -0.075 -0.367
C 1.093511 3.813126 -3.891125 -0.013 -0.024 0.040 -0.444
C 0.130951 4.529826 -4.577989 -0.047 0.034 -0.001 -0.603
C -1.198434 4.617137 -4.089761 0.049 -0.012 -0.014 -0.655
C -1.563958 3.996090 -2.914053 0.058 0.018 0.032 -0.402
C -0.596734 3.265957 -2.212935 -0.012 0.017 -0.047 0.348
H 2.109133 3.741762 -4.264825 0.009 -0.010 0.009 0.461
H 0.391084 5.039726 -5.499608 -0.002 -0.015 -0.011 0.374
H -1.934358 5.179086 -4.655150 0.001 0.020 0.012 0.385
H -2.576636 4.067086 -2.533313 -0.012 -0.009 -0.012 0.474
C 2.521239 -2.429299 -1.269005 -0.082 0.050 0.214 -0.815
S 2.502506 -0.661733 -1.720135 -0.112 -0.338 -0.273 1.603
O 2.086326 -0.684984 -3.156028 0.534 0.414 0.355 -0.886
C 4.293263 -0.503622 -1.751091 0.087 0.174 0.126 -0.048
C 4.893881 -0.188776 -2.956318 -0.010 -0.001 -0.037 -0.467
C 6.269226 -0.005948 -3.007953 0.009 -0.014 0.030 -0.622
C 7.036741 -0.128470 -1.856924 -0.038 -0.017 -0.019 -0.448
C 6.423584 -0.434502 -0.647916 0.020 -0.011 -0.027 -0.700
C 5.049734 -0.617967 -0.592674 -0.045 -0.058 0.039 -0.478
H 3.269317 -2.988743 -1.829298 0.005 0.058 -0.059 0.496
H 1.515435 -2.782367 -1.498264 0.050 0.012 0.109 -0.144
H 2.691105 -2.510240 -0.193027 0.045 -0.043 -0.022 0.296
H 4.261254 -0.080787 -3.827989 -0.001 0.034 0.006 0.420
H 6.743184 0.246841 -3.949036 -0.007 0.004 -0.001 0.375
H 8.109140 0.020069 -1.898847 -0.001 0.012 0.001 0.364
H 7.015712 -0.525671 0.254761 -0.014 0.010 0.002 0.393
H 4.571113 -0.851468 0.351631 -0.032 0.049 0.034 0.348
```
Forces are in eV/Å.


| no. | E_tot (hartree) |
| --- | --- |
| 1 | -8382.07578 |
| 2 | -5776.34594 |